Entry 1:
{"formula": "C5H12N2", "method": "ωB97M-V/def2-TZVPD", "symbols": ["H", "N", "C", "N", "C", "C", "C", "C", "H", "H", "H", "H", "H", "H", "H", "H", "H", "H", "H"], "coordinates": [[2.0931, 2.9965, 1.5499], [1.3353, 2.8749, 0.8675], [0.6444, 1.8960, 1.3298], [-0.1155, 1.0691, 0.4944], [-0.5764, -0.1827, 1.1351], [-1.1798, -1.1081, 0.0497], [-0.1033, -1.6947, -0.8991], [0.4924, -0.6799, -1.8204], [0.0849, 1.9906, 2.2627], [-0.3437, 1.6434, -0.3154], [-1.2485, 0.1644, 1.9430], [0.3098, -0.5796, 1.6444], [-1.4565, -1.9747, 0.6444], [-1.9754, -0.5185, -0.3751], [0.7172, -2.3066, -0.3556], [-0.6434, -2.4199, -1.5173], [0.8372, -1.2149, -2.7147], [-0.2617, 0.0959, -2.1924], [1.3900, -0.0513, -1.7311]], "forces_ev_per_angstrom": [[-0.7924, 1.4065, 0.2507], [1.5974, -1.8550, 0.0498], [-2.6029, 1.0532, -1.8005], [1.6879, 1.6645, 1.1817], [-0.2386, 1.6555, -1.0314], [2.2854, -0.5114, 2.4793], [0.2165, -0.1160, 1.0416], [0.2262, 1.5103, -3.1181], [1.4513, -0.9717, 1.5352], [-0.3975, -1.4778, -0.3867], [-0.3529, -0.8585, -0.3244], [-0.2033, -0.3848, -0.3346], [-1.1492, -0.0786, -0.1937], [-0.4400, -0.4701, -0.6623], [-1.4366, 1.1017, -0.4992], [0.1979, 0.0102, 0.0050], [-0.4604, -0.0768, -0.2636], [0.6079, -1.2479, 0.4381], [-0.1966, -0.3532, 1.6329]], "e_homo_ev": -8.47, "de_lowest_kcal_mol": 66.91, "multiplicity": 1, "smiles": "[H]/N=C/NCCCC", "homo_lumo_gap_ev": 9.5, "largest_force_ev_per_a": 3.47, "total_charge": 0}

Entry 2:
{"formula": "C5H12N2", "method": "ωB97M-V/def2-TZVPD", "symbols": ["C", "C", "C", "N", "C", "C", "N", "H", "H", "H", "H", "H", "H", "H", "H", "H", "H", "H", "H"], "coordinates": [[-1.1855, -0.4531, 1.6754], [-0.2937, 0.2359, 0.6010], [0.3633, 1.3494, 0.8764], [0.0978, 2.1730, 2.0306], [-0.2677, -0.4504, -0.6919], [0.9537, -0.5165, -1.5785], [0.5723, -1.5734, -2.6027], [-1.6724, -1.3714, 1.3475], [-2.0403, 0.1815, 1.8791], [-0.6309, -0.6550, 2.6013], [1.2622, 1.7290, 0.4021], [0.2810, 3.1504, 1.8506], [-0.8612, 1.9893, 2.2910], [-1.0536, 0.0596, -1.2783], [-0.6492, -1.4814, -0.6065], [1.2130, 0.4762, -2.0051], [1.9177, -0.8390, -1.1795], [1.2247, -1.5072, -3.3802], [0.7689, -2.4969, -2.2323]], "forces_ev_per_angstrom": [[0.0034, 0.9910, -0.6170], [-0.1448, -1.2114, 1.6614], [0.5654, 1.4743, 1.3910], [0.0155, -1.3502, -0.5499], [-0.4153, -0.5682, -0.8140], [0.3601, -0.7727, -1.0483], [0.7229, 1.1929, -0.5172], [0.4730, -0.0908, -0.3056], [-0.2346, 0.3284, 0.5428], [-0.1485, 0.2036, -0.2241], [-0.3692, -0.2034, -0.9144], [-0.1792, -0.1303, 0.0419], [0.0009, 0.5618, 0.3962], [0.2276, -0.3591, -0.2056], [0.2530, 0.3179, 0.2066], [-0.5750, -0.6643, -0.3581], [-0.2688, 0.0712, 1.0387], [-0.1701, 0.0993, -0.1182], [-0.1163, 0.1101, 0.3940]], "e_homo_ev": -7.78, "de_lowest_kcal_mol": 37.13, "multiplicity": 1, "smiles": "C/C(=C\\N)CCN", "homo_lumo_gap_ev": 8.8, "largest_force_ev_per_a": 2.10, "total_charge": 0}

Entry 3:
{"formula": "C5H12N2", "method": "ωB97M-V/def2-TZVPD", "symbols": ["N", "C", "C", "C", "C", "C", "N", "H", "H", "H", "H", "H", "H", "H", "H", "H", "H", "H", "H"], "coordinates": [[2.7843, 1.0865, 0.4135], [1.9573, 0.4644, -0.5056], [0.7665, 0.9492, -0.8940], [-0.4019, 0.0875, -1.2587], [-1.6558, 0.1413, -0.3633], [-1.2501, -0.3019, 1.0580], [-1.1720, -1.7553, 1.2335], [2.3211, 1.6763, 1.0795], [3.5676, 0.5523, 0.7390], [2.4145, -0.4172, -0.9501], [0.5806, 2.0039, -0.6889], [-0.1243, -0.9696, -1.2962], [-0.7117, 0.2845, -2.2973], [-2.1199, 1.1274, -0.3454], [-2.3059, -0.6326, -0.7666], [-1.8794, 0.0482, 1.8790], [-0.2448, 0.0667, 1.2652], [-2.0529, -2.2189, 1.0531], [-0.4732, -2.1926, 0.6453]], "forces_ev_per_angstrom": [[0.2108, 0.2734, -0.7128], [0.0247, 0.1781, 0.0299], [-0.0121, -0.1103, 0.7534], [-0.2326, -0.1157, -1.8305], [1.1018, -0.1375, 0.7688], [0.0826, -0.6330, 0.1092], [0.1452, -0.2069, 0.1232], [0.1716, -0.0135, 0.1641], [0.0298, 0.1625, 0.1345], [-0.5057, -0.4321, 0.3813], [-0.2322, -0.1316, 0.3713], [0.3732, 0.0204, 0.1143], [-0.1662, 0.1190, 0.1474], [-0.0930, -0.0260, -0.1937], [-0.5447, 0.3204, -0.0131], [-0.2254, 0.2856, -0.3453], [-0.0515, 0.1936, 0.0680], [-0.0500, 0.1066, -0.0414], [-0.0260, 0.1469, -0.0282]], "e_homo_ev": -7.70, "de_lowest_kcal_mol": 33.00, "multiplicity": 1, "smiles": "N/C=C/CCCN", "homo_lumo_gap_ev": 8.8, "largest_force_ev_per_a": 1.85, "total_charge": 0}

Entry 4:
{"formula": "C5H12N2", "method": "ωB97M-V/def2-TZVPD", "symbols": ["C", "C", "N", "C", "C", "C", "N", "H", "H", "H", "H", "H", "H", "H", "H", "H", "H", "H", "H"], "coordinates": [[1.7837, -0.9383, -1.1229], [0.8526, -1.2019, -0.1854], [1.0882, -1.9008, 0.9846], [-0.5583, -0.6752, -0.3466], [-0.6661, 0.6926, 0.4097], [-0.2139, 1.8524, -0.4451], [-1.9900, 0.7777, 1.0402], [2.7625, -1.3869, -0.9885], [1.5670, -0.3728, -2.0094], [1.9894, -2.3567, 1.0212], [0.5248, -1.6462, 1.7597], [-1.2373, -1.4314, 0.0447], [-0.7267, -0.5134, -1.4080], [0.0356, 0.6861, 1.2512], [0.8695, 1.8295, -0.5422], [-0.7013, 1.9297, -1.4099], [-0.3928, 2.7516, 0.1618], [-2.2769, 1.7465, 1.0640], [-2.7103, 0.1575, 0.7207]], "forces_ev_per_angstrom": [[-0.0941, -0.8939, 0.9150], [-0.0685, 0.6478, -0.9072], [0.2836, -0.3241, -1.6412], [1.1493, 0.7091, 0.6112], [-0.3798, -1.7354, 0.2662], [-0.1145, 0.6485, 0.8897], [0.5658, 1.0038, 0.0624], [0.1868, 0.3527, -0.1722], [-0.1123, -0.1004, -0.2181], [-0.3270, 0.2811, 0.8030], [0.0832, -0.2193, 0.7822], [-0.2364, 0.1463, 0.0329], [-0.2991, -0.0479, -0.0320], [0.1754, -0.2361, -0.0781], [0.0346, -0.2380, -0.3402], [-0.1303, 0.0175, -0.1550], [-0.1587, 0.1148, -0.4059], [-0.5081, -0.1853, 0.0604], [-0.0497, 0.0587, -0.4733]], "e_homo_ev": -7.99, "de_lowest_kcal_mol": 23.67, "multiplicity": 1, "smiles": "C=C(N)C[C@@H](C)N", "homo_lumo_gap_ev": 9.1, "largest_force_ev_per_a": 1.80, "total_charge": 0}

Entry 5:
{"formula": "C5H12N2", "method": "ωB97M-V/def2-TZVPD", "symbols": ["N", "C", "C", "C", "C", "C", "N", "H", "H", "H", "H", "H", "H", "H", "H", "H", "H", "H", "H"], "coordinates": [[-1.9217, 2.1605, -0.1452], [-0.6310, 1.6929, 0.6044], [0.0860, 0.4692, -0.0678], [-0.6486, -0.8721, -0.5273], [0.5917, -1.8350, -0.5982], [1.4991, -1.4334, 0.5482], [1.0141, -0.0966, 0.9181], [-1.6307, 2.9962, -0.6960], [-2.2423, 1.5170, -0.8420], [-1.0334, 1.3586, 1.5856], [0.2156, 2.4611, 0.7187], [0.6163, 0.9240, -0.9210], [-1.2443, -0.8868, -1.3913], [-1.4419, -1.1172, 0.3476], [0.1568, -2.7789, -0.7054], [1.0004, -1.6698, -1.5533], [2.4947, -1.3161, 0.2358], [1.3975, -2.2015, 1.3490], [1.7214, 0.6280, 1.1403]], "forces_ev_per_angstrom": [[2.7356, 1.8828, 0.4388], [-1.3333, -1.2832, -0.6132], [-0.5948, -0.4515, -0.1043], [0.0247, 0.9909, 4.0113], [-2.0987, 1.7908, 0.0261], [-1.4607, -0.1405, 0.3604], [0.0825, 1.2655, 0.6141], [-0.5503, -0.7620, 0.5379], [0.1770, -0.7900, -0.1861], [0.7581, 0.3557, -0.4059], [-1.8104, -0.5996, -0.1273], [-0.0034, -0.3770, -0.2807], [-0.4438, 0.3853, -1.4654], [2.0149, 0.1838, -1.6696], [-0.0099, -2.0368, 0.7035], [0.9976, 0.5054, -1.2105], [1.5537, -0.5246, -0.4024], [0.2853, 0.8413, -0.1296], [-0.3241, -1.2362, -0.0971]], "e_homo_ev": -8.52, "de_lowest_kcal_mol": 40.70, "multiplicity": 1, "smiles": "NC[C@@H]1CCCN1", "homo_lumo_gap_ev": 9.6, "largest_force_ev_per_a": 4.13, "total_charge": 0}

Entry 6:
{"formula": "C5H12N2", "method": "ωB97M-V/def2-TZVPD", "symbols": ["C", "C", "C", "C", "N", "C", "N", "H", "H", "H", "H", "H", "H", "H", "H", "H", "H", "H", "H"], "coordinates": [[1.4196, -1.0235, 0.6809], [0.5444, -0.1067, 0.3220], [-0.4643, 0.8146, 0.7322], [-0.0657, 0.7138, 2.5204], [-0.1503, -0.0637, -1.2634], [-0.7978, -1.2364, -1.8423], [-0.0644, 1.0279, -2.1651], [1.7635, -1.1102, 1.7055], [1.8030, -1.7297, -0.0456], [-0.2537, 1.8591, 0.5124], [-1.5033, 0.4945, 0.7238], [0.9566, 1.0169, 2.7484], [-0.7513, 1.4470, 2.9475], [-0.3025, -0.2713, 2.9238], [-0.3828, -1.4996, -2.8243], [-1.8762, -1.0792, -1.9762], [-0.6681, -2.1227, -1.2140], [0.0404, 1.9374, -1.7197], [0.7529, 0.9319, -2.7663]], "forces_ev_per_angstrom": [[-0.1719, 0.3192, 0.0489], [-2.1518, -0.8012, -6.3005], [1.8375, 0.4234, 7.4848], [-1.6381, 1.3981, -1.9644], [1.1252, -1.1409, 1.2571], [0.3807, 0.3369, 0.0557], [0.5308, -0.4434, 0.0063], [-0.1511, -0.0129, -0.0288], [0.1023, 0.2513, -0.0226], [-0.3182, -0.1519, -0.3343], [0.3185, 0.0103, -0.5193], [-0.0433, -0.1160, -0.2560], [0.1330, -0.0893, 0.3725], [0.0817, 0.0317, -0.2946], [0.0133, 0.0218, -0.0207], [0.0513, 0.0841, -0.0193], [0.0888, 0.2957, 0.1532], [-0.3251, -0.3804, 0.3380], [0.1365, -0.0365, 0.0440]], "e_homo_ev": -7.30, "de_lowest_kcal_mol": 123.36, "multiplicity": 1, "smiles": "C=C(CC)N(C)N", "homo_lumo_gap_ev": 8.3, "largest_force_ev_per_a": 7.72, "total_charge": 0}

Entry 7:
{"formula": "C5H12N2", "method": "ωB97M-V/def2-TZVPD", "symbols": ["C", "C", "C", "C", "C", "N", "N", "H", "H", "H", "H", "H", "H", "H", "H", "H", "H", "H", "H"], "coordinates": [[-0.4902, -1.6045, -0.9051], [-0.3226, -0.6664, -0.0075], [-1.7428, 0.1453, 0.6762], [-2.1880, 1.2963, -0.2092], [0.6325, 0.2336, 0.5591], [1.9975, -0.5713, 0.0699], [3.1793, 0.1866, -0.1013], [0.3548, -2.0580, -1.3974], [-1.4811, -1.9282, -1.1919], [-2.4724, -0.6647, 0.6806], [-1.6361, 0.4616, 1.7151], [-2.2917, 0.9743, -1.2449], [-3.1542, 1.6905, 0.1120], [-1.4672, 2.1140, -0.1878], [0.7147, 1.1988, 0.0625], [0.6507, 0.2784, 1.6518], [2.1756, -1.4119, 0.6249], [4.0156, -0.4079, -0.0228], [3.5256, 0.7336, -0.8842]], "forces_ev_per_angstrom": [[0.5170, -0.2477, -0.1474], [-5.6986, 3.3903, 2.2926], [0.8584, -2.3791, -1.6797], [0.0506, -0.0822, -0.0226], [6.2615, -2.8682, -0.9487], [-1.9644, 1.2267, -1.2295], [3.2125, 0.1081, 2.2070], [0.1139, -0.0297, -0.1115], [-0.0913, -0.0807, 0.1616], [-0.3358, 0.1573, -0.0154], [0.5165, -0.1119, -0.1089], [-0.0049, -0.0261, -0.0271], [0.0381, 0.0445, 0.0394], [-0.0153, 0.0758, -0.0051], [-0.2650, -0.0340, 0.1797], [-0.2618, 0.2764, -0.2485], [0.0433, 0.8603, -0.0194], [-0.8112, -0.0428, 0.7176], [-2.1635, -0.2371, -1.0342]], "e_homo_ev": -7.23, "de_lowest_kcal_mol": 106.49, "multiplicity": 1, "smiles": "C=C(CC)CNN", "homo_lumo_gap_ev": 8.4, "largest_force_ev_per_a": 7.02, "total_charge": 0}

Entry 8:
{"formula": "C5H12N2", "method": "ωB97M-V/def2-TZVPD", "symbols": ["C", "C", "C", "N", "C", "C", "N", "H", "H", "H", "H", "H", "H", "H", "H", "H", "H", "H", "H"], "coordinates": [[0.7754, -1.8169, -0.3426], [1.1381, -0.3355, -0.3730], [-0.0075, 0.5608, -0.9142], [-1.1663, 2.0349, 2.3169], [-0.7787, 1.1404, 1.4215], [-0.5558, 1.4939, 0.1008], [0.5615, -2.3279, -1.6829], [-0.1763, -1.8692, 0.2064], [1.6001, -2.3372, 0.1356], [2.0342, -0.1547, -0.9641], [1.4532, 0.0261, 0.6060], [0.3042, 1.1794, -1.7542], [-0.8027, -0.0689, -1.3373], [-1.4725, 2.9562, 1.9918], [-1.7284, 1.7087, 3.0998], [-0.5509, 0.1671, 1.8399], [-0.7446, 2.5003, -0.2602], [-0.0285, -3.1551, -1.7205], [0.1456, -1.7024, -2.3698]], "forces_ev_per_angstrom": [[-0.6764, 0.9789, -0.4889], [0.1533, 0.2234, -0.2010], [0.2676, 0.2931, 0.1240], [-1.5949, 0.2888, -0.3387], [0.4292, 0.4990, 0.6408], [0.3949, -0.5744, -0.9810], [-0.0958, -0.4499, -0.8094], [0.3243, -0.3760, 0.6030], [-0.2384, -0.3370, 0.2012], [-0.0450, -0.1683, -0.3636], [-0.1569, -0.2180, 0.2668], [0.1265, -0.0724, -0.0861], [-0.1511, -0.0098, 0.1966], [0.3822, -0.2429, 0.1017], [0.6617, 0.0283, 0.3442], [-0.1895, -0.2144, -0.3724], [-0.2255, 0.1011, 0.4307], [0.3417, 0.0386, 0.3025], [0.2920, 0.2118, 0.4298]], "e_homo_ev": [-12.41, -12.39], "de_lowest_kcal_mol": 27.94, "multiplicity": 2, "homo_lumo_gap_ev": [8.6, 5.2], "largest_force_ev_per_a": 1.66, "s_squared": 0.7591, "total_charge": 1}

Entry 9:
{"formula": "C5H12N2", "method": "ωB97M-V/def2-TZVPD", "symbols": ["N", "C", "C", "C", "C", "C", "N", "H", "H", "H", "H", "H", "H", "H", "H", "H", "H", "H", "H"], "coordinates": [[-0.8526, 0.1899, -0.8481], [-1.5830, -1.0691, -0.7101], [-0.6830, -1.8971, 0.2534], [0.6800, -1.1265, 0.2103], [0.2107, 0.3111, 0.1108], [1.2285, 1.4131, -0.1915], [1.1183, 2.5271, 0.7856], [-1.4475, 1.0099, -0.9838], [-2.5906, -0.7912, -0.3631], [-1.7096, -1.4647, -1.7249], [-0.6272, -2.9358, -0.0487], [-1.0239, -1.7527, 1.2905], [1.3974, -1.3098, 1.0031], [1.1687, -1.3278, -0.7693], [-0.3282, 0.5896, 1.0374], [2.2688, 1.1218, -0.3346], [1.1167, 1.9005, -1.1820], [1.2972, 1.4791, 1.9957], [0.3590, 3.1325, 0.4694]], "forces_ev_per_angstrom": [[-1.5862, 0.3213, 1.2898], [0.8105, 0.2955, 0.0129], [0.4764, 1.0684, 0.2368], [-0.3065, -0.6278, -1.5542], [0.8781, -0.3042, -0.9138], [-0.1526, 2.2105, -0.7315], [2.6989, -4.1894, 1.6485], [0.4180, 0.1324, -0.6917], [0.1441, -0.2815, 0.0114], [0.0358, -0.3215, 0.0897], [0.0085, -0.0728, 0.2492], [-0.3484, -0.5370, -0.3901], [-0.2183, -0.1185, 0.1652], [0.0437, -0.1035, 0.6648], [0.0191, 0.1145, 0.0500], [0.0018, -0.7933, 0.9034], [-0.7507, -0.4612, 0.1013], [-1.3818, 4.1129, -2.7695], [-0.7903, -0.4450, 1.6280]], "e_homo_ev": [-13.37, -13.31], "de_lowest_kcal_mol": 116.50, "multiplicity": 2, "homo_lumo_gap_ev": [9.3, 5.6], "largest_force_ev_per_a": 5.25, "s_squared": 0.7549, "total_charge": 1}

Entry 10:
{"formula": "C5H12N2", "method": "ωB97M-V/def2-TZVPD", "symbols": ["C", "N", "C", "C", "C", "C", "N", "H", "H", "H", "H", "H", "H", "H", "H", "H", "H", "H", "H"], "coordinates": [[0.7421, -1.2299, -3.4369], [0.8096, -0.2742, -2.6004], [0.1379, -0.2347, -1.3425], [0.2304, 0.8500, -0.5960], [-0.2440, 1.0425, 0.8119], [-0.7517, -0.1864, 1.5682], [-0.4201, 0.0059, 3.0460], [1.2605, -1.1988, -4.3932], [0.1653, -2.1281, -3.3047], [1.2318, 0.6077, -2.8877], [-0.4952, -1.0892, -1.1405], [0.9102, 1.6255, -0.9433], [0.5883, 1.4877, 1.3514], [-0.9813, 1.8555, 0.7876], [-0.1942, -1.0770, 1.2955], [-1.8290, -0.2929, 1.5377], [0.5802, 0.0290, 3.2493], [-0.8874, -0.6786, 3.6474], [-0.8533, 0.8859, 3.3500]], "forces_ev_per_angstrom": [[0.3929, -0.2734, -1.0953], [-0.8192, 0.1153, -0.0388], [-0.5433, -0.1201, -0.1448], [1.0331, -0.2423, 0.4218], [-0.4390, 0.4232, -0.3162], [0.7625, 0.3882, 0.5394], [-1.1166, 0.5341, 0.0649], [0.0756, 0.4870, 0.1792], [-0.2012, -0.1719, 0.7410], [0.4514, -0.1800, -0.0173], [0.1960, -0.1089, 0.0010], [-0.2795, 0.2086, -0.0192], [0.3178, -0.0276, 0.0732], [-0.1419, -0.2006, 0.1495], [-0.3456, -0.2219, -0.2435], [-0.0629, -0.3321, -0.2589], [0.0063, -0.0296, 0.0250], [0.3013, -0.4033, -0.1296], [0.4123, 0.1552, 0.0684]], "e_homo_ev": -18.23, "de_lowest_kcal_mol": 1.01, "multiplicity": 1, "smiles": "C=[NH+]/C=C/CC[NH3+]", "homo_lumo_gap_ev": 10.0, "largest_force_ev_per_a": 1.24, "total_charge": 2}